1.
This record from the OMol25 dataset describes a molecular structure, C15H15O5Tc. The level of theory is wB97M-V/def2-TZVPD.

Computed properties:
⟨S²⟩ ... 0.76
E_LUMO (spin up / spin down) ... -5.227 / -5.271 eV
Frontier orbital gap (spin up / spin down) ... 7.58 / 7.38 eV
Energy relative to the best compared isomer or geometry (same formula, charge and spin) ... 6.5 kcal/mol

The geometry in ORCA input format:
```
! RIJCOSX wB97M-V def2-TZVPD def2/J DEFGRID3
* xyz 1 2
Tc 0.391 0.294 -0.564
O -1.647 -2.526 -2.526
C -1.161 -1.966 -1.599
O -0.141 -1.079 -1.744
C -1.520 -2.221 -0.138
C -0.216 -2.439 0.649
C -0.471 -3.062 2.011
C -1.151 -1.902 2.779
C -1.128 -0.780 1.751
O 0.125 -1.054 1.020
C -2.159 -1.011 0.641
C -2.420 0.267 -0.169
O -3.508 0.571 -0.543
O -1.344 1.063 -0.402
H -2.174 -3.087 -0.101
H 0.607 -2.856 0.075
H 0.468 -3.352 2.476
H -1.096 -3.949 1.928
H -0.590 -1.626 3.669
H -2.171 -2.130 3.081
H -1.084 0.233 2.141
H -3.128 -1.302 1.038
C 1.779 1.044 0.794
C 1.860 1.982 -0.322
C 2.657 1.600 -1.446
C 2.613 2.329 -2.614
C 1.774 3.444 -2.699
C 0.966 3.814 -1.634
C 0.992 3.084 -0.453
H 1.287 1.374 1.705
H 2.651 0.419 0.964
H 3.317 0.744 -1.346
H 3.225 2.043 -3.458
H 1.741 4.017 -3.616
H 0.305 4.664 -1.724
H 0.350 3.355 0.376
*
```

2.
This record from the OMol25 dataset describes 2 unconnected molecules or ions with the total composition C15H16BNO7. The level of theory is wB97M-V/def2-TZVPD.

Computed properties:
E_LUMO ... -1.232 eV
Frontier orbital gap ... 8.41 eV

The geometry in ORCA input format:
```
! RIJCOSX wB97M-V def2-TZVPD def2/J DEFGRID3
* xyz 0 1
C -0.695 -0.310 -0.955
C -1.089 0.433 0.328
C -2.409 -0.088 0.895
O -2.514 0.125 2.304
C -1.923 -0.771 3.110
C -2.012 -2.108 3.014
C -1.364 -3.003 3.980
O -1.578 -4.204 3.965
C -0.466 -2.393 4.989
C -0.360 -1.060 5.114
B 0.607 -0.431 6.206
O 0.265 -0.434 7.540
O 1.793 0.127 5.808
C -1.153 -0.160 4.242
O -1.179 1.032 4.457
H 0.370 -0.171 -1.144
H -0.871 -1.383 -0.878
H -1.213 0.094 -1.826
H -0.292 0.399 1.070
H -1.248 1.478 0.055
H -3.241 0.458 0.452
H -2.550 -1.136 0.623
H -2.586 -2.587 2.231
H 0.077 -3.073 5.637
H 0.707 -1.136 8.030
H 2.230 -0.339 5.089
O 1.745 -0.753 -3.188
N 1.034 -0.428 -4.116
O 0.036 -1.025 -4.462
C 1.404 0.782 -4.870
C 2.550 1.467 -4.513
C 2.899 2.597 -5.233
C 2.104 3.024 -6.289
C 0.954 2.323 -6.627
C 0.595 1.190 -5.914
H 3.158 1.123 -3.689
H 3.794 3.144 -4.971
H 2.383 3.905 -6.851
H 0.335 2.658 -7.447
H -0.295 0.635 -6.166
*
```

3.
This record from the OMol25 dataset describes 2 unconnected molecules or ions with the total composition C15H16Cl2FNO2S at a distorted geometry. The level of theory is wB97M-V/def2-TZVPD.

Computed properties:
E_LUMO ... -0.088 eV
Frontier orbital gap ... 8.74 eV
Energy relative to the best compared isomer or geometry (same formula, charge and spin) ... 0.0 kcal/mol

The geometry in ORCA input format:
```
! RIJCOSX wB97M-V def2-TZVPD def2/J DEFGRID3
* xyz 0 1
O 0.780 0.668 4.863
S 1.844 1.008 3.937
O 3.019 1.745 4.358
C 2.517 -0.419 3.019
C 1.762 -1.376 2.333
C 2.413 -2.419 1.657
C 3.815 -2.480 1.627
Cl 4.619 -3.769 0.838
C 4.564 -1.463 2.228
C 3.911 -0.422 2.900
C 1.005 1.845 2.493
F 0.009 0.977 2.224
Cl 0.417 3.486 2.642
H 0.669 -1.338 2.290
H 1.847 -3.196 1.139
H 5.649 -1.465 2.193
H 4.517 0.379 3.304
H 1.799 1.826 1.749
C -4.198 -0.518 -4.256
C -3.208 -0.069 -3.205
C -2.214 -0.940 -2.727
C -1.113 -0.408 -2.017
C -0.239 -1.308 -1.180
N -0.898 0.914 -1.975
C -2.018 1.658 -1.979
C -2.060 2.892 -1.103
C -3.174 1.256 -2.697
H -4.015 -1.576 -4.510
H -5.262 -0.424 -3.981
H -4.052 0.069 -5.177
H -2.295 -2.031 -2.833
H -0.170 -2.283 -1.668
H 0.776 -0.930 -0.972
H -0.725 -1.450 -0.189
H -2.877 3.542 -1.437
H -2.275 2.587 -0.053
H -1.126 3.475 -1.074
H -4.012 1.959 -2.761
*
```